Entry 1:
103
Properties=species:S:1:pos:R:3:mulliken_spin:R:1 method="wB97M-V/def2-TZVPD" s2=8.753 energy_ev=-146615.213 total_charge=+1 orbital_gap_ev="7.73 / 7.51" spin_multiplicity=6 e_homo_ev="-10.468 / -10.468" e_lumo_ev="-2.739 / -2.961"
Mn -2.16 -0.03 1.58 4.82
C -0.09 2.80 -0.73 0.01
F -1.04 3.65 -0.55 0.00
F 0.68 3.21 -1.75 0.00
F 0.68 2.74 0.35 0.00
S -0.86 1.12 -1.32 0.04
O -2.31 1.42 -1.53 0.00
O -0.25 0.52 -2.59 0.00
N -0.66 0.21 0.23 -0.07
S 0.70 -0.64 -0.02 0.07
O 1.69 0.13 -0.85 0.00
O 1.30 -1.08 1.26 -0.01
C 0.35 -2.27 -0.92 0.01
F 0.63 -3.31 -0.10 0.00
F -0.97 -2.36 -1.05 0.00
F 0.93 -2.36 -2.14 0.00
O 2.84 -5.19 -1.33 0.00
H 2.19 -5.03 -2.01 0.00
H 3.68 -5.20 -1.79 0.00
O -3.58 -0.77 0.23 0.02
H -4.17 -0.41 -0.44 0.00
H -3.72 -1.71 0.20 0.01
O -3.13 1.82 1.65 0.02
H -3.27 2.44 0.94 0.00
H -3.70 2.13 2.35 0.01
O -3.64 -1.64 -2.93 0.00
H -4.33 -1.58 -2.27 0.00
H -3.20 -0.79 -2.88 0.00
O 3.24 -2.44 -0.62 0.00
H 3.26 -2.48 0.33 0.00
H 3.15 -3.35 -0.91 0.00
C 5.45 0.22 -1.46 0.00
O 6.39 0.90 -1.68 0.00
N 5.56 -1.01 -1.18 0.00
N 4.24 0.62 -1.58 0.00
H 6.47 -1.36 -1.43 0.00
H 4.79 -1.65 -1.07 0.00
H 3.49 0.09 -1.15 0.00
H 4.16 1.46 -2.12 0.00
C -5.68 1.17 -1.37 0.00
O -5.64 0.04 -1.78 0.00
N -6.53 1.47 -0.42 0.00
N -4.90 2.17 -1.66 0.00
H -7.17 0.77 -0.07 0.00
H -6.70 2.45 -0.24 0.00
H -5.08 3.08 -1.27 0.00
H -3.97 2.01 -2.04 0.00
C -1.35 -3.08 2.38 0.01
O -1.56 -2.00 1.90 0.02
N -2.21 -3.96 2.42 0.00
N -0.26 -3.48 3.03 0.00
H -2.01 -4.82 2.91 0.00
H -2.86 -3.89 1.65 0.00
H -0.20 -4.38 3.48 0.00
H 0.46 -2.84 3.34 0.00
C 0.05 0.88 3.91 0.01
O -0.82 0.97 3.01 0.01
N -0.07 1.27 5.12 0.00
N 1.17 0.15 3.70 0.00
H 0.81 1.37 5.61 0.00
H -0.93 1.60 5.54 0.00
H 1.46 -0.34 4.53 0.00
H 1.30 -0.18 2.75 0.01
C -4.53 5.30 -0.66 0.00
O -4.57 4.32 0.03 0.00
N -5.56 5.84 -1.17 0.00
N -3.45 5.94 -1.04 0.00
H -6.47 5.44 -0.97 0.00
H -5.32 6.59 -1.80 0.00
H -2.71 5.69 -0.40 0.00
H -3.48 6.90 -1.35 0.00
C 4.87 -0.20 2.18 0.00
O 4.41 -1.31 1.98 0.00
N 6.09 0.12 2.51 0.00
N 4.21 0.87 2.00 0.00
H 6.39 1.09 2.53 0.00
H 6.68 -0.68 2.32 0.00
H 3.26 0.92 1.66 0.00
H 4.54 1.68 2.50 0.00
C 1.67 -0.33 -6.47 0.00
O 0.70 -0.65 -7.07 0.00
N 2.87 -0.23 -7.03 0.00
N 1.74 -0.21 -5.16 0.00
H 3.02 -0.50 -7.99 0.00
H 3.63 0.05 -6.43 0.00
H 2.49 0.22 -4.63 0.00
H 0.96 -0.54 -4.62 0.00
C -0.36 -7.56 0.21 0.00
O -1.48 -7.99 -0.02 0.00
N 0.41 -7.96 1.14 0.00
N 0.08 -6.41 -0.31 0.00
H 1.40 -7.76 1.06 0.00
H 0.03 -8.58 1.83 0.00
H 0.98 -6.03 -0.06 0.00
H -0.52 -5.82 -0.89 0.00
C 0.30 5.36 2.97 0.00
O -0.73 5.42 3.67 0.00
N 0.57 6.09 1.93 0.00
N 1.28 4.47 3.06 0.00
H 0.10 6.98 1.88 0.00
H 1.48 6.08 1.49 0.00
H 1.71 4.26 2.17 0.00
H 1.19 3.84 3.84 0.00

Entry 2:
14
Properties=species:S:1:pos:R:3:mulliken_charge:R:1 method="wB97M-V/def2-TZVPD" energy_ev=-17077.077 orbital_gap_ev=10.35 smiles="CNP=O.CO" spin_multiplicity=1 e_homo_ev=-9.842 e_lumo_ev=0.508
C 1.56 -1.51 -0.25 -0.77
N 0.63 -1.59 0.83 -0.18
P -0.07 -0.31 1.67 0.31
O -0.95 -0.79 2.70 -0.52
H 2.12 -2.31 -0.50 0.40
H 1.03 -1.14 -1.23 0.21
H 2.32 -0.72 -0.12 0.27
H 0.31 -2.53 1.02 0.27
C -1.16 2.16 -0.62 -0.52
O -1.71 0.87 -0.56 -0.45
H -1.96 2.92 -0.69 0.23
H -0.68 2.37 -1.63 0.24
H -0.38 2.33 0.14 0.25
H -1.05 0.25 -0.77 0.25

Entry 3:
23
Properties=species:S:1:pos:R:3:mulliken_charge:R:1 method="wB97M-V/def2-TZVPD" energy_ev=-14518.918 orbital_gap_ev="8.01 / 8.00" spin_multiplicity=1 e_homo_ev="-7.572 / -7.568" e_lumo_ev="0.435 / 0.433"
C -1.31 -0.64 0.30 -1.10
C 2.11 -0.41 0.11 0.32
C -0.94 0.85 0.31 2.36
C 2.82 -0.46 -1.22 -1.01
C -2.05 1.71 0.95 -2.12
C -0.98 1.35 -1.20 -1.46
C -0.62 -2.76 0.79 -0.62
N 0.37 1.17 0.95 -1.20
N 1.32 0.52 0.55 1.05
O 2.57 0.51 1.22 -0.57
O -0.39 -1.40 0.74 0.05
H 2.21 0.18 -1.93 0.26
H 2.96 -1.44 -1.53 0.31
H 3.83 -0.04 -1.09 0.30
H -1.80 2.74 1.01 0.41
H -2.21 1.37 1.89 0.50
H -2.93 1.55 0.41 0.56
H -1.82 1.96 -1.43 0.44
H -0.86 0.51 -1.98 0.25
H -0.09 1.97 -1.30 0.40
H -1.70 -2.95 1.14 0.30
H 0.05 -3.14 1.56 0.28
H -0.52 -3.15 -0.26 0.30

Entry 4:
70
Properties=species:S:1:pos:R:3:mulliken_spin:R:1 method="wB97M-V/def2-TZVPD" s2=6.031 energy_ev=-66320.317 total_charge=+4 orbital_gap_ev="6.69 / 3.83" spin_multiplicity=5 e_homo_ev="-19.579 / -19.513" e_lumo_ev="-12.893 / -15.687"
Pt 0.24 1.19 -0.91 0.72
P 2.19 1.09 0.27 0.41
P -1.96 1.82 -0.45 0.15
P 0.70 1.41 -3.06 0.25
H -0.84 -3.80 1.00 0.00
C -0.21 -3.69 0.11 0.01
C 1.09 -3.34 0.16 0.01
H 1.66 -3.07 1.06 0.00
C 2.67 0.15 1.74 0.04
C 2.09 2.83 0.91 0.01
C 3.66 0.96 -0.82 0.06
C -3.33 0.78 -1.00 0.04
C -2.28 2.12 1.31 0.00
C -2.04 3.48 -1.21 0.02
C 1.92 0.33 -3.84 0.04
C 1.39 3.09 -3.10 -0.01
C -0.72 1.42 -4.16 0.01
H -0.65 -4.08 -0.82 0.00
H 1.59 -3.22 -0.83 0.00
H 2.45 -0.91 1.68 0.00
H 2.23 0.53 2.66 0.00
H 3.76 0.23 1.85 0.01
H 1.32 2.82 1.70 0.00
H 1.78 3.54 0.12 0.00
H 3.06 3.14 1.32 0.02
H 3.65 -0.02 -1.33 0.01
H 4.56 1.04 -0.21 0.02
H 3.67 1.76 -1.58 0.00
H -4.27 1.36 -0.96 0.01
H -3.38 -0.07 -0.32 0.00
H -3.13 0.41 -2.01 0.00
H -3.00 2.93 1.50 0.01
H -1.36 2.36 1.82 0.00
H -2.70 1.21 1.74 0.00
H -2.96 3.99 -0.87 0.01
H -2.03 3.44 -2.30 0.00
H -1.18 4.06 -0.88 0.00
H 1.76 0.38 -4.92 0.01
H 1.72 -0.68 -3.50 0.01
H 2.96 0.58 -3.60 0.00
H 1.58 3.35 -4.14 0.01
H 2.32 3.08 -2.52 0.00
H 0.68 3.79 -2.64 0.00
H -0.39 1.36 -5.21 0.01
H -1.21 2.38 -4.01 0.00
H -1.39 0.59 -3.94 0.05
C -1.10 -2.41 -4.48 0.20
C -1.89 -2.27 -5.64 0.05
C -1.72 -3.11 -6.73 0.07
C -0.67 -4.04 -6.77 0.22
C 0.23 -4.04 -5.70 0.07
C 0.07 -3.19 -4.61 0.06
S -1.44 -1.78 -2.95 1.26
H -0.88 0.09 -0.56 0.04
H -2.76 -1.63 -5.59 -0.01
H -2.47 -3.08 -7.52 0.01
H -0.53 -4.73 -7.62 0.00
H 1.06 -4.76 -5.68 0.01
H 0.70 -3.23 -3.72 0.00
C -1.33 0.24 4.63 0.00
N -0.52 -0.64 3.81 0.04
C 0.16 -1.80 4.42 0.00
C -0.55 -0.51 2.49 0.00
N -0.45 -0.27 1.33 0.04
H -1.38 -0.18 5.66 0.00
H -2.34 0.27 4.19 0.00
H -0.92 1.27 4.66 0.00
H -0.19 -2.67 3.85 0.00
H 1.25 -1.70 4.31 0.00
H -0.09 -1.92 5.48 0.00

Entry 5:
26
Properties=species:S:1:pos:R:3:mulliken_charge:R:1 method="wB97M-V/def2-TZVPD" energy_ev=-13113.056 total_charge=+1 orbital_gap_ev=7.85 spin_multiplicity=1 e_homo_ev=-13.243 e_lumo_ev=-5.398
C 0.55 0.50 0.66 -0.01
C -3.62 0.23 -0.59 -0.35
C -2.61 -0.41 -1.33 -0.72
C -3.19 0.80 0.62 -0.39
C -1.26 -0.31 -0.94 -0.07
C -1.94 0.70 1.14 -0.67
C -0.87 0.42 0.24 0.71
C 2.65 1.91 0.01 -1.69
C 1.31 -2.71 0.57 -0.85
C 1.61 0.79 -0.28 0.38
C 2.35 -0.51 -0.21 -0.34
N 1.55 -1.31 0.39 -0.13
H -4.61 0.26 -0.91 0.46
H -3.07 -0.79 -2.19 0.40
H -4.09 1.09 1.23 0.31
H -0.40 -0.61 -1.66 0.23
H -1.56 1.24 2.01 0.33
H 3.41 1.73 -0.70 0.46
H 3.13 1.98 1.00 0.35
H 2.39 2.86 -0.29 0.49
H 1.87 -3.52 0.09 0.35
H 1.34 -2.78 1.60 0.37
H 0.23 -2.88 0.33 0.30
H 0.41 1.16 1.47 0.43
H 1.20 0.87 -1.36 0.29
H 3.23 -0.70 -0.88 0.37

Entry 6:
29
Properties=species:S:1:pos:R:3:mulliken_charge:R:1 method="wB97M-V/def2-TZVPD" energy_ev=-17697.051 orbital_gap_ev=9.03 smiles=CN1CCC[C@H]1c1cc2ncccc2o1 spin_multiplicity=1 e_homo_ev=-8.420 e_lumo_ev=0.615
C 1.97 -1.54 -1.43 -0.94
N 2.37 -0.65 -0.37 -0.09
C 2.57 0.77 -0.80 -0.53
C 2.20 1.54 0.52 -0.57
C 2.00 0.52 1.62 -0.71
C 1.54 -0.73 0.81 0.17
C 0.01 -0.63 0.50 0.59
C -1.00 -1.55 0.75 -1.63
C -2.20 -0.88 0.32 0.92
N -3.50 -1.26 0.41 -0.69
C -4.45 -0.28 0.02 -0.32
C -4.09 1.01 -0.36 -0.32
C -2.74 1.40 -0.39 -0.60
C -1.77 0.38 -0.24 0.33
O -0.43 0.55 -0.15 -0.23
H 1.04 -1.23 -1.88 0.33
H 2.60 -1.49 -2.31 0.35
H 1.91 -2.59 -1.05 0.27
H 1.93 1.04 -1.76 0.22
H 3.67 0.78 -1.10 0.33
H 1.37 2.22 0.32 0.19
H 3.07 2.24 0.74 0.43
H 1.14 0.72 2.29 0.31
H 2.97 0.30 2.24 0.31
H 1.65 -1.68 1.32 0.43
H -0.89 -2.53 1.16 0.46
H -5.49 -0.65 -0.07 0.37
H -4.93 1.73 -0.51 0.32
H -2.49 2.49 -0.60 0.31